Here is a 9-piece molecular cluster, C36H81O30P3 overall in a non-equilibrium geometry from OMol25. Energies are from the ωB97M-V functional and the def2-TZVPD basis.

Computed properties:
LUMO level in Eh: 0.014
E_tot in Eh: -4701.894877
HOMO energy in eV: -9.9

Last column: Löwdin charge in e.
Cartesian coordinates (Å):
P  -5.44007  -1.03193  0.90042  0.420
P  0.25266  0.23347  -4.50243  0.429
P  3.94240  -3.71078  2.33674  0.393
O  -6.91016  -1.36489  1.45642  -0.203
O  3.26359  -5.93308  -3.37501  -0.014
O  2.14389  -4.30182  -2.57130  0.003
O  3.40845  -3.94351  -4.41593  0.129
O  2.45084  5.32131  -1.49932  0.086
O  1.58962  6.88578  -2.85334  0.009
O  4.64086  -3.45386  3.60833  -0.231
O  -2.43636  -0.56797  5.82931  -0.016
O  4.81629  -4.54549  1.29930  -0.177
O  -4.50471  -1.56951  2.08913  -0.187
O  -0.82773  -2.06615  5.84051  0.015
O  2.95728  5.45315  -3.69589  0.032
O  2.58353  -4.56135  2.37403  -0.193
O  -4.12558  5.57984  -1.88863  -0.001
O  -5.38290  0.56241  1.11080  -0.177
O  -5.12125  -1.42173  -0.47656  -0.215
O  5.77943  3.46382  3.94430  0.019
O  1.75646  -0.31344  -4.49496  -0.176
O  -0.39196  0.34593  -5.83040  -0.231
O  0.33846  1.63766  -3.74693  -0.196
O  0.76570  1.68327  -0.59925  -0.010
O  -3.05754  3.89823  -1.13084  -0.002
O  4.70655  4.01280  2.18567  0.005
O  3.55704  -2.37702  1.58174  -0.191
O  -3.53315  5.57725  0.29342  0.144
O  -0.42824  -0.79218  -3.48573  -0.183
O  -1.34691  -1.08543  3.93506  0.125
O  1.23821  -0.45125  -0.04559  0.135
O  -0.82123  0.46652  0.14364  -0.008
O  5.62673  1.96286  2.24036  0.114
C  -8.19971  -2.59631  -0.21403  -0.071
C  -8.05481  -1.31098  0.60856  -0.259
C  -3.19836  -3.55765  2.18323  -0.077
C  4.02445  3.68899  0.96874  -0.029
C  3.43349  1.43053  -4.85328  -0.073
C  0.47215  0.46976  -0.09507  -0.601
C  0.33687  -4.86826  2.99393  -0.058
C  -4.98640  6.69073  -1.66389  -0.042
C  2.06277  1.78024  -1.19446  -0.029
C  -1.51902  -1.21739  5.11262  -0.622
C  5.54111  -5.90232  -0.49027  -0.060
C  2.97600  -4.63319  -3.53578  -0.625
C  4.01101  4.49742  -3.51971  -0.017
C  -3.55652  5.08771  -0.79074  -0.632
C  6.36343  2.51644  4.82426  -0.037
C  -0.47628  3.84580  -3.32652  -0.049
C  4.34145  -5.19831  0.12589  -0.259
C  -1.41721  -0.78538  0.47998  -0.011
C  -0.96039  -2.14539  7.27074  -0.016
C  -3.41148  0.20092  5.14056  -0.026
C  -1.84870  -0.76771  -3.29106  -0.254
C  5.39956  3.02482  2.75692  -0.621
C  3.27942  -0.51671  3.07941  -0.070
C  -5.15728  2.44887  2.57719  -0.058
C  1.32343  -3.83253  2.49157  -0.226
C  3.87685  -6.61053  -4.45315  -0.059
C  2.67370  0.23470  -5.43334  -0.252
C  -0.87141  2.41491  -3.62911  -0.235
C  2.39387  5.86565  -2.58872  -0.631
C  1.76823  -2.91763  -2.40103  0.006
C  -2.40837  3.15978  -0.12332  -0.039
C  -4.55731  -2.94740  2.44887  -0.258
C  -2.28064  -2.22193  -3.07398  -0.053
C  4.10271  -1.08882  1.92495  -0.236
C  0.72121  7.31219  -1.81025  -0.031
C  -5.88801  1.14813  2.31404  -0.273
H  4.64546  -6.06228  -5.00747  0.092
H  -3.85864  0.89666  5.84475  0.099
H  -5.77866  6.45368  -0.95600  0.100
H  3.41174  -1.08700  3.99683  0.071
H  -1.12236  -1.48868  -0.30040  0.086
H  -2.11396  -2.86310  -3.93541  0.084
H  -7.90061  -3.43533  0.41580  0.078
H  -5.47626  3.07643  1.73955  0.082
H  3.84540  2.02004  -5.67386  0.079
H  5.12937  -1.16240  2.28080  0.117
H  -2.88990  -3.50678  1.13223  0.084
H  0.22159  3.90837  -2.48957  0.068
H  3.64641  3.64638  -2.94327  0.067
H  6.29697  -5.18219  -0.79863  0.081
H  -5.49931  6.93320  -2.59490  0.092
H  -7.91598  -0.49391  -0.10878  0.121
H  2.27684  2.81598  -1.43773  0.071
H  3.36548  -0.54440  -5.75264  0.124
H  -0.95878  -1.15804  7.72864  0.096
H  -1.32690  2.37222  -4.62167  0.118
H  3.99507  -0.38544  1.10437  0.104
H  -1.61352  2.05437  -2.91592  0.106
H  -5.80631  0.42970  3.13540  0.099
H  -4.07138  2.41585  2.52274  0.062
H  7.45227  2.59896  4.87575  0.096
H  -9.21840  -2.61722  -0.59950  0.078
H  4.31821  3.98993  -4.42814  0.082
H  1.09202  -3.39571  1.52231  0.117
H  4.73851  3.06299  0.42425  0.091
H  -0.69481  -4.54463  3.11150  0.049
H  0.42723  -5.70235  2.29213  0.082
H  3.62021  0.50242  3.27829  0.061
H  -6.95546  1.34201  2.18009  0.121
H  5.20390  -6.46730  -1.36108  0.064
H  3.92350  -4.47006  -0.57414  0.108
H  4.27566  1.07376  -4.25919  0.087
H  6.11027  2.74217  5.86140  0.093
H  -5.47039  2.89124  3.52116  0.083
H  2.81252  1.37598  -0.51199  0.087
H  -1.84317  -2.56713  -2.13905  0.058
H  0.00712  4.28817  -4.20304  0.088
H  -2.91111  0.75787  4.34715  0.096
H  1.30792  7.70662  -0.98210  0.100
H  4.39593  -7.49241  -4.09227  0.091
H  2.09186  -2.54881  -1.42700  0.083
H  3.16550  3.04615  1.14741  0.092
H  -2.35388  -2.98137  2.57714  0.049
H  2.15675  0.55630  -6.34185  0.113
H  -1.31284  4.52285  -3.15088  0.077
H  -4.36524  7.55373  -1.42463  0.099
H  3.83902  4.56750  0.36266  0.078
H  0.07634  8.11072  -2.16716  0.095
H  1.99490  1.10835  -2.04817  0.081
H  -0.18497  -2.76111  7.70784  0.096
H  -2.31119  2.11613  -0.40418  0.077
H  2.73088  2.03256  -4.28202  0.050
H  0.69623  -2.85620  -2.52423  0.080
H  -4.19397  -0.41499  4.69770  0.084
H  -4.77438  -3.08768  3.50959  0.121
H  -3.36379  -2.23881  -2.91330  0.076
H  6.03710  1.51935  4.54103  0.092
H  -2.50389  -0.83947  0.49601  0.074
H  -2.41169  -0.30735  -4.10440  0.122
H  -2.85011  3.22466  0.87123  0.079
H  5.97544  -6.60535  0.21941  0.079
H  0.58839  -5.34197  3.94475  0.082
H  -2.07249  -0.19083  -2.38981  0.104
H  -3.11730  -4.57878  2.55306  0.082
H  4.82391  4.97547  -2.98289  0.107
H  1.50541  -3.04408  3.22312  0.108
H  -5.30006  -3.54104  1.91164  0.115
H  2.23916  -0.54348  2.74991  0.070
H  -1.95479  -2.56843  7.41562  0.097
H  0.09149  6.48509  -1.48577  0.089
H  -1.08985  -1.09433  1.47189  0.082
H  -1.37485  3.51647  -0.04019  0.103
H  -7.49501  -2.61261  -1.04493  0.067
H  3.55607  -5.90214  0.40854  0.120
H  3.12729  -6.78956  -5.22520  0.099
H  -8.92809  -1.17465  1.24357  0.120
H  2.36898  -2.33298  -3.09472  0.080